[1]
Here is a cluster of 2 separate species, C5H14 in total at a distorted geometry from OMol25. Energies are from ωB97M-V/def2-TZVPD.

```
! RIJCOSX wB97M-V def2-TZVPD def2/J DEFGRID3
* xyz 0 1
C -0.98 0.62 -1.90
C -0.25 1.94 -1.60
C 1.04 1.85 -0.79
H -0.89 0.40 -2.97
H -2.05 0.84 -1.83
H -0.72 -0.17 -1.20
H 0.02 2.44 -2.53
H -0.86 2.72 -1.16
H 1.60 2.79 -0.80
H 0.81 1.79 0.29
H 1.60 0.93 -0.90
C -0.62 -1.91 2.20
C 0.81 -2.13 1.67
H -0.62 -1.23 3.05
H -1.29 -1.56 1.42
H -1.07 -2.80 2.63
H 1.56 -1.42 2.03
H 0.72 -1.95 0.60
H 1.17 -3.15 1.80
*
```

Summary:
M (g/mol): 74.167
ΔE to the lowest compared entry with this formula, charge and spin (eV): 0.666
Energy (hartree): -198.86468
E_HOMO (eV): -10.838
Orbital gap (eV): 11.96
SMILES: CCC.CC


[2]
Here is a cluster of 9 separate species, C38H102N8O11 in total at a distorted geometry from OMol25. Energies are from ωB97M-V/def2-TZVPD.

```
! RIJCOSX wB97M-V def2-TZVPD def2/J DEFGRID3
* xyz 0 1
C -0.78 4.71 2.65
O 0.20 4.22 1.75
C 0.56 5.22 0.77
C 1.87 4.74 0.08
C 3.13 5.19 0.81
N 1.87 5.18 -1.33
H -1.15 3.97 3.35
H -1.69 5.01 2.13
H -0.33 5.58 3.17
H -0.29 5.26 0.10
H 0.69 6.23 1.22
H 1.88 3.67 0.12
H 3.28 6.26 0.70
H 4.08 4.59 0.55
H 3.00 5.06 1.89
H 2.73 5.11 -1.84
H 1.17 4.57 -1.80
C 4.26 1.28 3.51
O 3.27 2.25 3.89
C 2.81 2.37 5.19
C 2.52 3.83 5.58
C 3.82 4.51 5.63
N 1.86 3.93 6.84
H 3.93 0.31 3.87
H 5.21 1.62 3.97
H 4.29 1.38 2.41
H 1.95 1.67 5.16
H 3.51 1.87 5.91
H 1.90 4.31 4.83
H 4.17 4.50 4.60
H 4.53 4.02 6.22
H 3.73 5.52 6.02
H 1.17 3.18 6.98
H 2.51 3.94 7.67
C 1.17 -4.94 0.68
O 2.06 -4.27 1.52
C 1.36 -3.72 2.60
C 2.27 -2.96 3.53
C 1.44 -2.14 4.50
N 3.32 -2.10 2.90
H 0.80 -5.84 1.21
H 1.70 -5.35 -0.25
H 0.25 -4.34 0.41
H 0.54 -3.08 2.23
H 0.88 -4.51 3.17
H 2.81 -3.74 4.10
H 1.17 -1.20 3.99
H 2.09 -1.93 5.31
H 0.52 -2.67 4.85
H 3.80 -2.73 2.23
H 2.83 -1.46 2.26
C 3.95 3.30 -6.03
O 3.55 2.33 -5.05
C 2.53 2.80 -4.18
C 2.18 1.78 -3.14
C 3.37 1.33 -2.28
N 1.56 0.60 -3.73
H 3.14 3.56 -6.74
H 4.67 2.74 -6.63
H 4.35 4.13 -5.42
H 2.90 3.71 -3.69
H 1.67 3.08 -4.81
H 1.34 2.22 -2.52
H 4.15 0.77 -2.79
H 3.09 0.68 -1.46
H 3.85 2.24 -1.88
H 0.73 0.79 -4.19
H 2.23 0.20 -4.41
C -1.19 5.96 -2.50
O -0.64 4.75 -3.00
C -1.60 3.93 -3.66
C -2.41 3.18 -2.64
C -1.51 2.56 -1.58
N -3.28 2.12 -3.27
H -1.75 6.52 -3.29
H -0.32 6.50 -2.13
H -1.99 5.87 -1.77
H -2.11 4.58 -4.40
H -1.13 3.11 -4.24
H -3.17 3.79 -2.18
H -0.91 1.78 -1.99
H -2.12 1.99 -0.84
H -0.85 3.23 -1.04
H -2.74 1.37 -3.65
H -3.82 2.47 -4.03
C -1.59 1.69 6.01
O -2.21 1.60 4.68
C -1.78 0.47 3.92
C -2.69 0.30 2.75
C -2.96 1.63 2.05
N -3.92 -0.28 3.22
H -2.03 2.59 6.39
H -0.53 1.78 6.00
H -1.87 0.91 6.74
H -0.77 0.59 3.47
H -1.76 -0.41 4.60
H -2.26 -0.47 2.09
H -3.67 1.52 1.23
H -2.03 2.03 1.65
H -3.30 2.42 2.75
H -4.71 0.33 3.47
H -4.17 -0.97 2.56
C 3.11 -5.70 -10.18
O 3.43 -5.31 -8.85
C 2.88 -4.12 -8.40
C 3.65 -3.68 -7.11
N 3.20 -4.68 -6.10
C 3.71 -4.39 -4.74
C 2.99 -3.29 -4.09
O 3.40 -3.37 -2.74
C 2.75 -2.55 -1.81
H 1.98 -5.77 -10.20
H 3.60 -6.67 -10.30
H 3.45 -4.94 -10.93
H 1.84 -4.34 -8.10
H 2.99 -3.33 -9.18
H 3.28 -2.75 -6.73
H 4.69 -3.64 -7.29
H 3.52 -5.65 -6.38
H 4.83 -4.30 -4.75
H 3.55 -5.14 -4.03
H 1.92 -3.41 -4.20
H 3.21 -2.28 -4.52
H 3.23 -1.63 -1.64
H 2.73 -3.10 -0.85
H 1.66 -2.38 -2.01
C -11.10 -4.90 3.33
O -9.86 -5.41 2.92
C -9.05 -4.44 2.23
C -7.73 -5.05 1.95
N -6.77 -4.11 1.50
C -5.54 -4.66 1.12
C -4.58 -3.55 0.91
O -3.36 -3.96 0.33
C -2.57 -2.87 -0.01
H -11.77 -4.59 2.53
H -10.86 -4.00 3.92
H -11.64 -5.60 4.04
H -8.91 -3.51 2.75
H -9.65 -4.22 1.28
H -7.89 -5.76 1.12
H -7.57 -5.65 2.82
H -6.57 -3.48 2.29
H -5.58 -5.22 0.20
H -5.04 -5.32 1.86
H -4.43 -3.17 1.85
H -4.99 -2.83 0.24
H -3.09 -2.22 -0.70
H -1.66 -3.25 -0.40
H -2.46 -2.26 0.92
C 0.33 -0.55 0.60
C 0.83 0.84 1.14
O 1.78 0.63 2.18
H -0.20 -0.38 -0.33
H -0.31 -1.07 1.31
H 1.23 -1.13 0.40
H 0.07 1.47 1.55
H 1.25 1.40 0.26
H 1.91 1.44 2.77
*
```

Summary:
M (g/mol): 847.279
ΔE to the lowest compared entry with this formula, charge and spin (eV): 3.075
Energy (hartree): -2774.37699
E_HOMO (eV): -8.777
Orbital gap (eV): 9.36
SMILES: COC[C@H](C)N.COC[C@H](C)N.COC[C@H](C)N.COC[C@H](C)N.COC[C@H](C)N.COC[C@H](C)N.COCCNCCOC.COCCNCCOC.CCO


[3]
Here is a structure of composition C6H26AgCs2O14P at a distorted geometry from OMol25. Energies are from ωB97M-V/def2-TZVPD.

```
! RIJCOSX wB97M-V def2-TZVPD def2/J DEFGRID3
* xyz 1 2
Ag -1.11 2.00 -4.86
Cs -1.45 3.98 1.54
Cs -4.17 -1.91 -2.04
P -0.59 0.87 -1.46
O -1.77 0.44 -0.46
O 0.86 0.77 -0.84
O -0.75 2.34 -1.97
O -0.62 0.02 -2.72
O -0.91 5.90 -1.83
H -0.58 6.34 -2.62
H -1.12 5.01 -2.12
O -5.35 1.73 -1.82
H -4.98 2.08 -2.62
H -4.61 1.64 -1.22
O -0.36 -3.63 -3.00
H -0.43 -3.68 -2.05
H -0.32 -2.69 -3.18
O -1.07 -2.59 1.32
H -0.21 -2.49 1.74
H -1.21 -1.76 0.87
C -4.69 -0.41 3.28
C -4.67 -1.96 3.51
O -4.46 -2.67 2.33
O -3.46 0.09 2.97
H -5.06 0.00 4.22
H -5.45 -0.40 2.50
H -5.58 -2.22 4.04
H -3.85 -2.18 4.20
H -3.51 -2.65 2.17
H -3.20 -0.18 2.08
C 4.16 -2.16 -1.37
C 4.05 -2.12 -2.89
O 3.55 -0.79 -3.05
O 2.91 -2.15 -0.62
H 4.79 -1.43 -0.87
H 4.53 -3.18 -1.20
H 3.22 -2.78 -3.14
H 4.94 -2.29 -3.48
H 2.70 -0.69 -2.61
H 2.53 -1.32 -0.93
C 3.66 1.37 2.57
C 4.38 2.31 1.67
O 4.32 1.76 0.40
O 2.27 1.38 2.42
H 3.98 1.63 3.58
H 3.87 0.32 2.39
H 5.44 2.43 1.92
H 3.86 3.27 1.64
H 3.45 1.49 0.09
H 2.06 1.15 1.52
*
```

Summary:
M (g/mol): 726.912
ΔE to the lowest compared entry with this formula, charge and spin (eV): 1.648
Energy (hartree): -1825.90137
E_HOMO (spin up / spin down) (eV): -11.245 / -11.099
<S²>: 0.77
Orbital gap (spin up / spin down) (eV): 6.02 / 5.90


[4]
Here is an isolated molecule of C5H7NO at a distorted geometry from OMol25. Energies are from ωB97M-V/def2-TZVPD.

```
! RIJCOSX wB97M-V def2-TZVPD def2/J DEFGRID3
* xyz 0 1
C 1.61 0.49 0.83
N 0.29 0.25 0.30
C -0.68 1.20 0.08
C -1.72 0.59 -0.55
C -1.35 -0.77 -0.83
C -0.12 -0.94 -0.21
O 0.69 -2.00 0.04
H 2.34 -0.12 0.29
H 1.66 0.25 1.90
H 1.83 1.55 0.67
H -0.49 2.25 0.28
H -2.68 0.98 -0.84
H -1.57 -0.91 -1.88
H 0.19 -2.82 -0.09
*
```

Summary:
M (g/mol): 97.117
ΔE to the lowest compared entry with this formula, charge and spin (eV): 1.655
Energy (hartree): -324.66364
E_HOMO (eV): -7.698
Orbital gap (eV): 8.48
SMILES: Cn1cccc1O


> Look up the M of the first one.

74.167 g/mol